No. 1
The following is a DFT calculation (ωB97M-V with the def2-TZVPD basis set) of a single C5H8ClOP molecule in a non-equilibrium geometry.

Properties
- LUMO energy (eV) = 0.76
- molecular weight (u) = 150.5
- Kohn-Sham gap (eV) = 9.535
- ΔE to the lowest compared entry with this formula, charge and spin (kJ/mol) = 151.4

```
! RIJCOSX wB97M-V def2-TZVPD def2/J DEFGRID3
* xyz 0 1
C -1.60 -0.70 0.69
C -0.23 -0.55 0.09
C 0.35 0.55 -0.43
C -0.19 2.27 -0.68
P 2.11 0.20 -0.79
Cl 2.99 0.77 0.94
O 1.93 -1.40 -0.41
C 0.57 -1.80 -0.02
H -2.31 -0.52 -0.11
H -1.82 0.05 1.38
H -1.77 -1.67 1.16
H 0.33 2.61 -1.51
H 0.10 2.72 0.29
H -1.21 2.21 -0.75
H 0.76 -2.29 0.87
H -0.02 -2.47 -0.70
*
```

No. 2
The following is a DFT calculation (ωB97M-V with the def2-TZVPD basis set) of 5 unconnected molecules or ions with the total composition C2H16N2O4 in a non-equilibrium geometry.

Properties
- LUMO energy (eV) = 0.46
- molecular weight (u) = 132.2
- Kohn-Sham gap (eV) = 10.035
- ΔE to the lowest compared entry with this formula, charge and spin (kJ/mol) = 157.8

```
! RIJCOSX wB97M-V def2-TZVPD def2/J DEFGRID3
* xyz 0 1
N 0.13 1.65 -1.94
C -0.30 0.22 -2.33
C 0.55 -0.70 -1.54
N 0.00 -2.09 -1.34
H 1.13 1.72 -1.86
H -0.15 2.30 -2.69
H -1.31 0.16 -1.97
H -0.32 -0.04 -3.42
H 0.72 -0.20 -0.58
H 1.49 -0.88 -2.15
H -0.98 -2.15 -1.62
H -0.08 -2.18 -0.34
O -1.58 -0.87 0.62
H -1.24 -1.18 1.48
H -0.75 -0.35 0.41
O 1.43 1.12 2.20
H 2.11 1.44 1.61
H 0.67 1.48 1.85
O 0.96 -1.51 2.45
H 1.50 -1.72 1.68
H 1.18 -0.54 2.65
O -1.24 1.89 0.99
H -1.06 2.05 0.07
H -1.81 1.10 0.92
*
```

No. 3
The following is a DFT calculation (ωB97M-V with the def2-TZVPD basis set) of 3 unconnected molecules or ions with the total composition C27H62NO3PS in a non-equilibrium geometry.

Properties
- LUMO energy (eV) = 0.48
- molecular weight (u) = 511.8
- Kohn-Sham gap (eV) = 9.386
- ΔE to the lowest compared entry with this formula, charge and spin (kJ/mol) = 0.0

```
! RIJCOSX wB97M-V def2-TZVPD def2/J DEFGRID3
* xyz 0 1
C 11.23 -1.48 0.38
C 10.03 -0.73 0.95
C 9.80 0.61 0.20
C 8.40 0.75 -0.42
C 7.46 1.68 0.37
C 6.18 1.01 0.88
C 4.94 1.47 0.13
C 3.65 0.85 0.69
C 2.54 1.87 0.93
C 1.16 1.22 0.87
C 0.82 0.67 -0.52
C -0.54 1.11 -1.04
C -1.74 0.53 -0.23
O -1.25 -0.44 0.65
C -2.19 -1.03 1.54
C -2.83 -0.07 2.51
N -1.88 0.82 3.17
P -3.00 -0.10 -1.43
O -2.56 -1.57 -1.89
O -2.90 0.83 -2.71
S -4.84 -0.13 -0.78
H 11.06 -1.69 -0.67
H 11.39 -2.42 0.90
H 12.13 -0.88 0.45
H 10.17 -0.54 2.00
H 9.16 -1.36 0.80
H 10.53 0.66 -0.60
H 10.00 1.42 0.89
H 7.95 -0.22 -0.56
H 8.53 1.19 -1.40
H 7.15 2.51 -0.26
H 7.99 2.12 1.21
H 6.23 -0.07 0.76
H 6.04 1.20 1.94
H 5.04 1.16 -0.90
H 4.85 2.55 0.19
H 3.32 0.06 0.02
H 3.86 0.38 1.65
H 2.61 2.70 0.24
H 2.67 2.23 1.95
H 1.14 0.43 1.60
H 0.40 1.95 1.13
H 1.55 1.06 -1.22
H 0.91 -0.41 -0.58
H -0.60 2.19 -1.08
H -0.61 0.78 -2.07
H -2.21 1.36 0.28
H -1.61 -1.74 2.12
H -2.96 -1.61 1.04
H -3.63 0.51 2.06
H -3.31 -0.69 3.26
H -0.92 0.53 3.05
H -2.01 1.79 2.94
H -3.11 -2.18 -1.37
H -3.56 0.51 -3.36
C -5.71 2.54 -4.36
C -6.70 3.07 -5.39
C -6.98 2.08 -6.52
C -5.77 1.70 -7.37
C -5.06 2.88 -8.03
C -5.94 3.64 -9.02
H -4.73 2.33 -4.80
H -5.56 3.27 -3.56
H -6.08 1.62 -3.89
H -6.33 4.02 -5.80
H -7.64 3.30 -4.89
H -7.76 2.50 -7.16
H -7.40 1.17 -6.09
H -6.09 1.00 -8.15
H -5.05 1.16 -6.76
H -4.18 2.50 -8.57
H -4.67 3.57 -7.28
H -6.29 2.98 -9.81
H -5.38 4.46 -9.49
H -6.81 4.08 -8.53
C -3.18 -5.92 4.97
C -2.15 -4.89 4.53
C -1.15 -4.52 5.63
C -1.77 -3.87 6.87
C -2.57 -2.60 6.60
C -1.74 -1.47 6.01
H -3.79 -5.56 5.80
H -3.85 -6.17 4.15
H -2.68 -6.84 5.29
H -2.66 -3.99 4.17
H -1.59 -5.28 3.68
H -0.39 -3.84 5.21
H -0.61 -5.42 5.94
H -0.97 -3.64 7.58
H -2.41 -4.60 7.38
H -3.01 -2.26 7.54
H -3.42 -2.82 5.94
H -0.92 -1.20 6.67
H -2.35 -0.58 5.85
H -1.31 -1.75 5.04
*
```